1.
The following is a DFT calculation (ωB97M-V/def2-TZVPD) of 4 unconnected molecules or ions with the total composition C4H8Cl8.

Geometry as XYZ:
```
20
Properties=species:S:1:pos:R:3:forces:R:3
Cl 20.795979 30.024779 -10.559189 0.0 0.2 0.0
Cl 19.646419 30.805366 -7.979659 -0.1 0.0 0.1
Cl 15.620310 28.765854 -5.876970 -0.2 0.1 -0.1
Cl 11.877356 29.767770 -10.367389 0.2 -0.1 0.0
Cl 12.642110 29.860166 -13.218089 0.0 0.1 0.4
Cl 15.562457 35.205595 -10.263812 0.0 0.0 0.3
Cl 16.141890 33.318704 -8.055110 0.1 0.2 -0.2
Cl 15.394671 29.175255 -8.820866 0.2 0.0 0.4
C 13.108210 30.261357 -11.526983 -0.2 0.0 -0.7
C 16.293285 29.520381 -7.322168 0.5 0.0 -0.1
C 16.047731 35.029886 -8.572929 0.1 -0.4 0.2
C 20.713987 31.277666 -9.314704 0.0 -0.2 0.3
H 21.699827 31.391511 -8.882395 0.1 0.1 -0.1
H 15.328164 35.480207 -7.902194 -0.1 0.2 -0.2
H 13.218817 31.336298 -11.476468 0.0 0.0 0.1
H 16.350096 30.596637 -7.208030 -0.3 0.0 0.1
H 20.328545 32.206867 -9.712523 0.0 -0.1 -0.2
H 17.307920 29.145279 -7.396817 -0.1 -0.1 -0.4
H 17.030779 35.463472 -8.447870 0.0 0.0 0.0
H 14.048024 29.752940 -11.360592 -0.1 -0.1 0.3
```
Positions in Å, forces in eV/Å.

SMILES	ClCCl.ClCCl.ClCCl.ClCCl
orbital gap	0.41471	Eh
M	339.7	g/mol
HOMO level	-10.86	eV
LUMO level	0.43	eV
DFT total energy	-104457.0168	eV


2.
The following is a DFT calculation (ωB97M-V/def2-TZVPD) of a molecular structure, C38H34N4ORuS3 in a non-equilibrium geometry.

Geometry as XYZ:
```
81
Properties=species:S:1:pos:R:3:forces:R:3
Ru 0.464994 0.920196 0.691115 0.1 1.4 -3.1
S 1.839494 -0.485704 -4.471185 -0.5 -0.2 0.5
S -1.230506 3.371596 -2.474685 0.0 -0.4 -0.5
S 3.141494 2.492796 -2.530285 -0.4 0.1 -0.5
O 0.810894 1.187196 -1.221885 0.1 -0.3 3.7
N -1.283706 -0.887504 0.500415 0.7 0.5 0.2
N 2.490794 0.683496 1.183015 0.2 0.0 0.5
N 0.398894 0.933696 2.709415 0.3 0.0 0.9
N -1.351906 1.847896 0.553215 0.5 0.0 0.3
C 1.591894 1.037096 3.347515 -0.1 0.0 0.6
C -2.401806 1.130996 0.027215 0.1 -0.1 0.1
C 2.635094 3.481996 -4.843585 0.7 0.2 0.2
C 0.788994 -0.146304 -3.141685 0.2 -0.3 0.1
C 0.605994 1.251196 -2.577285 -0.5 -0.3 -2.0
C -1.298206 -2.257504 0.623715 -0.3 -0.5 -0.1
C 1.601294 2.169896 -3.252585 0.1 0.4 0.2
C -0.092106 -2.989904 0.474615 0.1 0.2 -0.1
C 3.612594 3.421896 -3.892585 -0.2 -0.1 -0.1
C 0.570094 -2.433904 -3.381785 0.2 -0.3 -0.3
C 1.478594 2.772296 -4.478885 -0.1 -0.4 0.8
C 0.482794 1.167696 5.474515 -0.1 0.0 -0.3
C 4.079394 1.227396 2.887615 -0.6 -0.1 -0.1
C -1.829206 1.091796 -3.505885 0.4 0.1 0.2
C -3.061406 3.263696 0.184615 -0.9 -0.7 -0.3
C -2.510106 -2.973904 0.867415 -0.1 -0.1 -0.3
C 1.447194 -2.149304 -4.387085 0.1 0.2 0.0
C -0.731606 1.059496 4.810515 0.3 0.0 -0.1
C 1.652994 1.144496 4.734915 0.0 0.0 -0.5
C -1.727806 3.122496 0.616815 0.5 -0.4 0.2
C -2.800806 3.149996 -3.119585 0.1 -0.1 -0.1
C -3.636506 -2.383504 2.985715 -0.2 0.0 -0.2
C 2.769294 0.992796 2.468915 0.7 0.0 0.1
C -2.285106 -0.261704 -0.065985 -0.7 -0.2 -0.3
C -2.500306 -4.353004 0.738415 -0.1 0.2 0.0
C -0.798206 1.739896 -2.890085 0.1 0.2 0.4
C 1.252794 -2.330204 0.481915 0.1 0.4 0.0
C 5.108794 1.139796 1.964415 -0.2 -0.1 -0.3
C -3.752206 -2.361304 1.453615 0.0 0.1 0.3
C 3.487794 0.565196 0.309615 0.2 -0.1 -0.4
C -0.724606 0.935796 3.435215 -0.5 -0.1 0.2
C -0.141106 -4.367204 0.362915 0.0 0.1 0.0
C 1.819294 -2.391304 1.907315 0.0 0.0 -0.2
C -3.482106 2.015596 -0.222385 -0.1 0.6 0.2
C 4.810494 0.789496 0.655115 -0.1 0.0 0.3
C -1.341706 -5.054404 0.447515 0.1 0.2 0.2
C -2.976506 1.903596 -3.639285 -0.2 0.5 0.1
C 0.199594 -1.285804 -2.661285 0.2 0.6 -0.2
H -3.501906 3.958596 -3.090385 -0.2 0.2 -0.1
H 1.917394 -2.867204 -0.196785 0.0 0.1 -0.1
H 1.181894 -1.278604 0.146715 0.2 -0.8 -0.1
H -3.617206 4.179796 0.169315 -0.1 0.2 0.0
H -3.878306 1.578396 -4.123085 -0.2 0.0 -0.1
H -3.421906 -4.895804 0.878815 -0.1 0.0 0.1
H -3.036406 -0.816804 -0.627585 0.0 0.1 0.2
H -1.768406 0.085496 -3.878585 0.1 -0.2 -0.1
H 2.782294 -1.889204 1.966915 0.1 0.0 0.1
H 2.742394 4.013296 -5.771985 0.1 0.1 -0.1
H 0.598594 2.709496 -5.096185 -0.2 -0.1 0.0
H 3.209594 0.283096 -0.698085 0.0 0.1 0.0
H 4.589694 3.861896 -3.919185 0.2 0.2 0.0
H -4.539306 -1.967904 3.428615 0.0 0.0 0.1
H 0.514294 1.262096 6.546815 0.0 0.0 0.2
H 0.780494 -4.904704 0.206615 0.1 -0.1 0.0
H -4.611406 -2.962404 1.152215 0.0 0.1 0.0
H -1.363306 -6.128504 0.360815 0.0 -0.1 -0.1
H -1.069606 3.899396 0.969115 0.1 0.0 0.0
H -1.664306 1.080796 5.348015 -0.1 -0.1 0.0
H 5.585994 0.690096 -0.085685 0.0 0.0 -0.1
H 4.298994 1.481996 3.912215 -0.1 0.0 0.1
H 0.189294 -3.420004 -3.180185 0.0 -0.2 0.0
H -4.443706 1.751596 -0.615085 -0.2 -0.1 -0.1
H -3.512106 -3.404004 3.341515 0.0 0.0 0.1
H 6.124194 1.346096 2.263015 0.1 0.0 0.0
H -0.491806 -1.277104 -1.839185 -0.1 0.0 0.1
H -2.779606 -1.792304 3.312415 0.1 0.0 0.1
H 2.608594 1.207196 5.227615 0.1 0.0 0.0
H -1.654506 0.832496 2.889815 0.1 0.0 0.0
H 1.893194 -2.817204 -5.096785 0.0 -0.2 -0.1
H -3.935206 -1.333804 1.144515 -0.1 -0.2 0.0
H 1.965994 -3.427804 2.201215 0.0 -0.1 0.1
H 1.122094 -1.937504 2.613215 0.0 0.1 0.1
```
Positions in Å, forces in eV/Å.

orbital gap (alpha / beta)	0.24045 / 0.16619	Eh
M	760.0	g/mol
⟨S²⟩	6.095
charge	+2
multiplicity	5
HOMO level (alpha / beta)	-12.92 / -12.91	eV
LUMO level (alpha / beta)	-6.37 / -8.38	eV
DFT total energy	-83037.7944	eV


3.
The following is a DFT calculation (ωB97M-V/def2-TZVPD) of 7 unconnected molecules or ions with the total composition C27H57BrNO9 in a non-equilibrium geometry.

Geometry as XYZ:
```
95
Properties=species:S:1:pos:R:3:forces:R:3
Br 2.451315 -1.602022 -2.999883 -0.8 0.2 -0.4
O 4.574133 0.152059 2.297286 -0.2 0.1 0.5
O 0.847174 -2.752409 -6.273517 -1.1 1.4 3.8
O -2.705923 -0.420393 3.938732 -0.1 -0.1 -0.2
O 1.414342 -0.606961 -0.365107 0.1 -0.1 -0.1
O 1.624089 1.890849 -6.004308 -0.1 0.0 -0.3
O -4.404676 2.043343 -1.869674 0.0 -0.1 0.2
O -2.091166 -2.354281 8.951686 0.2 0.1 0.0
O 5.449940 -3.120261 -3.245083 -2.1 5.4 -3.5
O 5.693935 -0.680948 -3.139238 -3.3 -5.7 -4.1
N 2.714633 -1.814060 -4.868054 0.4 -2.4 -0.8
C -4.981865 2.586108 -3.054360 0.1 0.6 0.3
C 1.858124 3.023577 -5.171616 0.4 0.3 -0.4
C -3.379795 -2.954565 9.053244 0.4 -0.6 0.2
C 3.351160 3.304057 -5.110403 0.2 -0.2 0.3
C -3.624785 -3.381187 10.491921 -0.2 0.2 0.3
C 4.199735 -1.797213 -5.154493 1.9 1.8 -0.1
C -2.201529 -0.630998 -3.314999 2.4 -1.7 -2.4
C -2.442602 0.644279 4.848874 -0.5 -0.3 0.4
C -4.028420 3.605104 -3.658020 0.2 -0.1 -0.3
C 2.024790 -3.053636 -5.393120 0.3 -1.9 0.1
C -1.252732 0.301473 -4.302014 0.6 -5.0 -0.5
C 5.603447 0.286351 1.320710 0.5 -0.7 0.0
C 5.137789 -1.912408 -3.791369 4.2 0.1 5.1
C -0.209161 -0.472655 -5.331413 -2.3 -2.4 2.3
C 5.765952 -1.029228 0.575955 -0.1 0.0 -0.3
C -3.460461 -4.138476 8.102760 -0.2 0.0 -0.3
C -2.095551 0.067340 6.212147 0.3 0.0 0.1
C -0.333202 -0.798748 1.274498 -0.4 0.1 -0.1
C 1.091880 4.217617 -5.718385 -0.4 0.1 0.1
C 1.630424 0.728304 1.622159 0.0 0.2 0.0
C 6.896747 0.699044 2.005277 0.1 0.4 0.1
C -1.113153 -3.060992 -4.375137 0.2 4.4 -0.3
C -6.324727 3.214834 -2.718208 -0.3 -0.2 0.0
C -3.658325 1.554085 4.925326 -0.1 0.3 -0.2
C -0.155455 -2.142107 -5.348210 -2.1 2.1 1.6
C 0.672595 0.125445 0.606806 0.3 -0.5 0.4
C -2.146586 -2.293182 -3.359766 2.7 2.2 -2.4
H -1.253483 1.472119 -4.297374 -0.1 -2.6 0.1
H 2.728557 -3.742578 -6.067897 -1.4 1.9 1.3
H -6.802037 3.627977 -3.612151 0.0 0.0 0.1
H -4.539587 1.002345 5.271238 0.1 0.0 0.1
H -3.903779 1.952157 3.934920 0.1 0.0 0.1
H -5.128509 1.758155 -3.756420 0.1 0.0 0.3
H -2.924884 -0.110995 -2.554127 1.6 -1.1 -1.7
H 7.205091 -0.049083 2.744146 0.0 -0.1 -0.1
H -2.921402 -0.537106 6.603675 0.0 0.1 0.0
H 1.413165 4.455675 -6.738573 0.1 0.0 0.1
H -4.445760 -4.612803 8.145711 0.1 0.0 0.0
H -4.436880 4.029925 -4.580152 0.1 0.0 0.1
H 6.761410 1.641060 2.547404 0.0 -0.1 -0.1
H -4.615022 -3.832785 10.606499 0.1 0.0 0.0
H -3.269902 -3.818528 7.072743 -0.1 0.0 0.2
H 2.356238 1.381459 1.125849 -0.1 -0.1 0.1
H -3.481727 2.392579 5.606049 -0.1 -0.1 0.0
H 4.842808 -0.541136 2.922949 0.0 0.3 -0.4
H 1.887883 -1.320462 0.094062 -0.2 0.3 -0.1
H -0.930916 -0.261213 2.017088 0.0 -0.1 0.0
H 3.891020 2.431746 -4.726685 -0.1 0.1 0.0
H 1.949072 2.101386 -6.895498 -0.1 -0.1 0.4
H 2.205356 -0.053565 2.130894 -0.2 0.1 -0.1
H 1.488720 2.776213 -4.170492 0.0 -0.2 -0.2
H -1.586913 1.205427 4.457967 -0.1 -0.2 -0.1
H -6.208215 4.017391 -1.981306 0.1 0.0 -0.1
H -3.464454 -0.924209 4.277788 0.4 0.3 -0.1
H 0.172119 -1.634761 1.770915 0.1 0.1 0.1
H 0.143046 0.926382 0.079572 0.1 -0.2 -0.2
H -3.062019 3.141443 -3.883471 -0.2 0.0 0.0
H -3.551439 -2.521060 11.166119 -0.1 -0.1 -0.1
H -3.830500 4.421488 -2.954440 -0.2 0.0 0.0
H 5.291217 1.069269 0.621102 -0.1 -0.1 0.2
H -1.008064 -1.234853 0.530195 0.1 0.1 0.1
H -1.226265 -0.595100 6.139646 -0.1 0.2 0.0
H 4.437629 -0.718408 -5.605607 -0.5 -2.3 1.0
H -6.996306 2.472785 -2.273284 0.1 0.1 -0.1
H -1.429786 -3.018509 9.207689 -0.3 0.3 -0.1
H -0.984578 -4.227006 -4.450285 -0.5 2.6 0.3
H 1.610512 -3.775454 -4.550404 1.0 1.7 -1.4
H -4.270894 2.771502 -1.240352 0.0 -0.3 -0.3
H -2.700058 -4.888972 8.346153 -0.1 0.1 0.1
H 4.562578 -2.569808 -5.955041 -1.0 1.1 1.7
H -4.117279 -2.198470 8.762836 0.3 0.0 0.0
H 4.824009 -1.320008 0.098534 0.2 0.1 -0.1
H 7.705016 0.826048 1.278492 -0.1 0.0 0.1
H 1.238677 5.101887 -5.090568 0.0 -0.1 -0.1
H 1.091576 1.311641 2.375153 0.0 0.0 0.0
H -2.870212 -4.104827 10.820013 -0.1 0.0 -0.1
H 6.540302 -0.954024 -0.193697 -0.3 -0.1 0.0
H 6.034201 -1.838619 1.264147 0.1 0.1 0.1
H 3.565708 4.160949 -4.464377 0.0 -0.1 -0.1
H -1.872076 0.861265 6.931438 0.0 -0.1 0.0
H 0.020173 3.996960 -5.768351 0.1 0.0 0.1
H 3.752545 3.509732 -6.109044 -0.1 0.1 0.0
H 0.540467 0.100990 -6.057514 -1.9 -1.4 2.0
H -2.818237 -2.940747 -2.634879 1.5 1.6 -1.7
```
Positions in Å, forces in eV/Å.

orbital gap	0.21693	Eh
M	619.7	g/mol
charge	-1
HOMO level	-4.04	eV
LUMO level	1.86	eV
DFT total energy	-118872.1919	eV